Formula: C20H22BrNO3S
Source: OMol25
Level of theory: ωB97M-V with the def2-TZVPD basis set

Positions of all 48 atoms, in Å:
C1 4.1040 0.3245 -3.8428
C2 3.2438 -0.2401 -2.7537
C3 1.8855 0.0293 -2.7094
C4 1.0687 -0.4651 -1.7005
C5 -0.3951 -0.1699 -1.7065
C6 1.6552 -1.2393 -0.6999
N1 0.8761 -1.7851 0.3551
C7 0.1104 -1.0768 1.2057
O1 -0.0385 0.1230 1.1813
C8 -0.5681 -1.9418 2.2878
O2 -1.8771 -1.4637 2.5605
C9 -2.7186 -1.4789 1.5201
O3 -2.4194 -1.8856 0.4294
C10 -4.0683 -0.9434 1.9169
S1 -4.4010 0.6143 1.0180
C11 -2.9335 1.5618 1.3562
C12 -2.3890 1.5915 2.6302
C13 -1.2337 2.3071 2.8761
C14 -0.6453 2.9960 1.8332
Br1 0.9592 3.9606 2.1451
C15 -1.2026 3.0064 0.5687
C16 -2.3616 2.2904 0.3109
C17 -2.9835 2.2979 -1.0482
C18 3.0206 -1.5356 -0.7256
C19 3.6316 -2.3833 0.3515
C20 3.7960 -1.0323 -1.7559
H1 4.5156 1.2841 -3.5289
H2 3.5262 0.4864 -4.7495
H3 4.9350 -0.3407 -4.0660
H4 1.4415 0.6350 -3.4865
H5 -0.7159 0.1577 -2.6922
H6 -0.6083 0.6186 -0.9852
H7 -0.9767 -1.0412 -1.4097
H8 1.0074 -2.7711 0.5271
H9 -0.0232 -1.8457 3.2292
H10 -0.6207 -2.9914 1.9793
H11 -4.1313 -0.7897 2.9924
H12 -4.8529 -1.6186 1.5771
H13 -2.8538 1.0486 3.4383
H14 -0.7951 2.3182 3.8617
H15 -0.7250 3.5587 -0.2270
H16 -2.3395 2.7963 -1.7676
H17 -3.1732 1.2784 -1.3805
H18 -3.9424 2.8150 -1.0161
H19 4.7138 -2.3960 0.2553
H20 3.3752 -1.9962 1.3370
H21 3.2742 -3.4125 0.2858
H22 4.8531 -1.2557 -1.7781

## Properties
* frontier orbital gap: 8.68 eV
* SMILES: Cc1cc(C)c(NC(=O)COC(=O)CSc2ccc(Br)cc2C)c(C)c1
* HOMO energy: -8.2 eV
* energy above the lowest of the compared OMol25 structures with the same formula, charge and spin: 0.213 eV
* LUMO: 0.514 eV

=====

Formula: C2H4N4O2
Source: OMol25
Level of theory: ωB97M-V with the def2-TZVPD basis set

Positions of all 12 atoms, in Å:
C1 0.6037 1.3656 -0.1048
C2 1.0838 -0.7163 0.1252
H1 -1.8644 -2.3760 -0.3386
H2 -0.7330 -2.1225 1.0493
H3 -0.9397 0.8075 -1.2725
H4 -0.2558 3.1123 0.0645
N1 -1.2101 -1.4589 0.3302
N2 -0.2662 -0.8242 -0.2658
N3 -0.4244 0.6469 -0.3779
N4 0.6538 2.7271 0.0808
O1 1.6209 0.5963 0.3132
O2 1.7313 -1.7579 0.3964

## Properties
* frontier orbital gap: 9.49 eV
* HOMO energy: -9.3 eV
* energy above the lowest of the compared OMol25 structures with the same formula, charge and spin: 4.003 eV
* LUMO: 0.185 eV

=====

Formula: C4H7ClN2
Source: OMol25
Level of theory: ωB97M-V with the def2-TZVPD basis set

Positions of all 14 atoms, in Å:
C1 1.0620 0.5436 -0.7443
C2 0.0981 -0.2352 -0.2248
C3 0.4544 -1.6499 0.2197
C4 -1.5487 0.3325 -0.0942
N1 -1.6987 1.5699 0.4130
N2 -2.3979 -0.5878 -0.2916
Cl1 -4.0895 -0.2001 -0.0655
H1 2.0690 0.3023 -0.7823
H2 1.0369 1.5228 -1.2663
H3 0.0008 -2.4889 -0.4097
H4 -0.1735 -1.6840 1.1651
H5 1.5080 -1.8653 0.2485
H6 -1.1874 2.2659 -0.0819
H7 -2.6530 1.6169 0.6747

## Properties
* frontier orbital gap: 10.41 eV
* SMILES: C=C(C)/C(N)=N/Cl
* HOMO energy: -9.6 eV
* energy above the lowest of the compared OMol25 structures with the same formula, charge and spin: 3.298 eV
* LUMO: 0.850 eV

=====

Formula: C25H19AgN6
Source: OMol25
Level of theory: ωB97M-V with the def2-TZVPD basis set

Positions of all 51 atoms, in Å:
Ag1 0.1069 -0.0042 0.4006
C1 -1.2439 -0.0121 -4.1752
C2 -1.2454 -0.0052 -2.7893
N1 -0.1524 -0.2723 -2.0894
C3 0.9730 -0.5210 -2.7685
C4 0.9555 -0.5272 -4.1629
N2 -0.1413 -0.2831 -4.8644
C5 2.1974 -0.7821 -1.9713
C6 3.4486 -0.9805 -2.5368
C7 4.5533 -1.2330 -1.7228
C8 4.3345 -1.2315 -0.3471
C9 3.0624 -0.9864 0.1519
N3 2.0198 -0.7930 -0.6538
C10 2.7715 -0.8893 1.5971
C11 3.7333 -0.4916 2.5235
N4 3.4658 -0.3304 3.8094
C12 2.2118 -0.5797 4.1841
C13 1.2452 -0.9729 3.2787
N5 1.5039 -1.1138 1.9788
C14 5.8951 -1.4987 -2.2981
C15 6.0855 -1.6989 -3.6648
C16 7.3564 -1.9614 -4.1491
N6 8.4376 -2.0394 -3.3820
C17 8.2647 -1.8413 -2.0800
C18 7.0371 -1.5707 -1.4997
H1 -2.1376 0.1993 -4.7489
H2 -2.1418 0.2251 -2.2266
H3 1.8450 -0.7386 -4.7434
H4 3.5664 -0.9258 -3.6071
H5 5.1329 -1.4409 0.3473
H6 4.7503 -0.2748 2.2155
H7 1.9859 -0.4464 5.2346
H8 0.2281 -1.1742 3.5898
H9 5.2619 -1.6660 -4.3632
H10 7.5123 -2.1209 -5.2104
H11 9.1555 -1.9008 -1.4643
H12 6.9942 -1.4055 -0.4336
C19 -0.2535 1.8780 1.4763
C20 -0.0202 2.8427 0.3925
C21 -1.0718 3.3448 -0.3941
C22 -0.8351 4.1767 -1.4750
C23 0.4602 4.5541 -1.8087
C24 1.5130 4.0972 -1.0263
C25 1.2785 3.2649 0.0553
H13 -1.2475 1.9568 1.9131
H14 0.5094 1.9311 2.2552
H15 -2.0901 3.0626 -0.1467
H16 -1.6685 4.5483 -2.0606
H17 0.6479 5.1979 -2.6589
H18 2.5289 4.4021 -1.2517
H19 2.1109 2.9189 0.6608

## Properties
* frontier orbital gap: 5.07 eV
* HOMO energy: -6.1 eV
* LUMO: -1.036 eV

=====

Formula: C2H8N4
Source: OMol25
Level of theory: ωB97M-V with the def2-TZVPD basis set

Positions of all 14 atoms, in Å:
H1 1.3328 0.7425 -2.0871
N1 0.4398 1.1453 -1.8214
C1 -0.0959 0.5636 -0.8110
N2 -1.4623 0.6360 -0.6289
N3 0.6456 -0.3676 -0.0124
C2 -0.0845 -1.4886 0.5345
N4 0.9276 0.7721 1.0105
H2 -1.8992 1.3217 -1.2242
H3 -1.7884 0.6479 0.3258
H4 -0.8003 -1.2230 1.3292
H5 0.6365 -2.2018 0.9518
H6 -0.6494 -1.9345 -0.2713
H7 0.9263 0.3000 1.9119
H8 1.8714 1.0863 0.7926

## Properties
* frontier orbital gap: 10.03 eV
* SMILES: [H]/N=C(/N)N(C)N
* HOMO energy: -9.1 eV
* energy above the lowest of the compared OMol25 structures with the same formula, charge and spin: 1.790 eV
* LUMO: 0.922 eV

=====

Formula: C4H5Cl3O
Source: OMol25
Level of theory: ωB97M-V with the def2-TZVPD basis set

Positions of all 13 atoms, in Å:
C1 0.8783 -0.5243 0.0800
C2 1.8829 0.4998 -0.5340
C3 -0.4280 -0.6334 -0.5714
C4 -1.7745 0.1399 1.0064
O1 1.1222 -1.0842 1.1414
Cl1 -0.6908 0.2598 -1.9267
Cl2 -3.3887 -0.3532 0.6187
Cl3 -1.5236 1.8478 0.8006
H1 1.8889 0.1556 -1.5971
H2 2.7604 0.3353 0.2334
H3 1.4132 1.5066 -0.3595
H4 -0.8711 -1.7303 -0.7310
H5 -1.2692 -0.4196 1.8392

## Properties
* frontier orbital gap (spin up / spin down): 8.67 / 8.67 eV
* HOMO energy (spin up / spin down): -9.2 / -9.2 eV
* energy above the lowest of the compared OMol25 structures with the same formula, charge and spin: 2.788 eV
* LUMO (spin up / spin down): -0.502 / -0.501 eV

=====

Formula: C17H19NO3
Source: OMol25
Level of theory: ωB97M-V with the def2-TZVPD basis set

Positions of all 40 atoms, in Å:
C1 -5.2873 -2.2414 -0.1822
C2 -4.0082 -2.1953 0.6564
C3 -3.1238 -1.0669 0.2070
C4 -3.2668 0.2039 0.7404
C5 -2.4901 1.2643 0.3051
C6 -1.5448 1.0635 -0.6914
O1 -0.7426 2.0337 -1.2359
C7 -0.6492 3.2881 -0.6125
C8 0.1465 3.2304 0.6993
O2 1.4768 2.8121 0.4359
C9 1.7188 1.4769 0.5637
O3 0.9508 0.6936 1.0539
N1 2.9637 1.2288 0.0803
C10 3.6587 0.0171 0.0296
C11 3.0861 -1.1921 0.4104
C12 3.8308 -2.3553 0.3332
C13 5.1387 -2.3315 -0.1203
C14 5.7069 -1.1281 -0.5033
C15 4.9735 0.0406 -0.4304
C16 -1.3929 -0.2108 -1.2338
C17 -2.1733 -1.2563 -0.7895
H1 -5.8373 -1.3081 -0.0838
H2 -5.0447 -2.3847 -1.2328
H3 -5.9282 -3.0585 0.1417
H4 -3.4775 -3.1440 0.5552
H5 -4.2726 -2.0628 1.7075
H6 -3.9969 0.3763 1.5189
H7 -2.6379 2.2350 0.7539
H8 -0.1101 3.9138 -1.3297
H9 -1.6362 3.7298 -0.4275
H10 -0.3141 2.5225 1.3965
H11 0.2098 4.2241 1.1470
H12 3.4557 2.0398 -0.2695
H13 2.0686 -1.2116 0.7625
H14 3.3805 -3.2904 0.6311
H15 5.7128 -3.2440 -0.1763
H16 6.7259 -1.0974 -0.8600
H17 5.4183 0.9795 -0.7297
H18 -0.6500 -0.3558 -2.0024
H19 -2.0384 -2.2390 -1.2182

## Properties
* frontier orbital gap: 8.93 eV
* SMILES: CCc1ccc(OCCOC(=O)Nc2ccccc2)cc1
* HOMO energy: -8.2 eV
* energy above the lowest of the compared OMol25 structures with the same formula, charge and spin: 0.360 eV
* LUMO: 0.766 eV

=====

Formula: C24H24CsN3O2PS4
Source: OMol25
Level of theory: ωB97M-V with the def2-TZVPD basis set

Positions of all 59 atoms, in Å:
Cs1 0.4170 0.2234 1.2263
O1 -1.1165 -0.6726 8.5025
C1 -0.8976 -0.3294 7.3513
S1 0.6671 0.1932 6.7439
C2 0.2151 0.5079 5.0589
C3 -1.0838 0.2933 4.7463
S2 -1.8896 0.5129 3.2117
S3 -2.1076 -0.2773 6.0794
S4 1.5102 1.0715 4.0244
N1 -1.4914 -0.6866 -2.7657
P1 -2.1640 -0.4508 -1.1639
C4 -3.9171 -0.7682 -1.6519
C5 -4.5599 -0.0557 -2.6679
C6 -5.8666 -0.3599 -3.0257
C7 -6.5512 -1.3750 -2.3624
C8 -5.9266 -2.0799 -1.3497
C9 -4.6117 -1.7788 -1.0003
C10 -2.2261 1.3885 -1.0613
C11 -1.2403 2.1767 -1.6549
C12 -1.2725 3.5606 -1.5194
C13 -2.2749 4.1636 -0.7729
C14 -3.2408 3.3819 -0.1528
C15 -3.2191 2.0033 -0.2979
C16 -0.1483 -0.8827 -3.0246
C17 0.2894 -1.3039 -4.2938
C18 1.6404 -1.4342 -4.5087
C19 2.5354 -1.1557 -3.4797
C20 2.0129 -0.7603 -2.2638
N2 0.7006 -0.6215 -2.0340
H1 -2.1285 -0.9334 -3.5042
H2 -4.0403 0.7592 -3.1600
H3 -6.3589 0.2056 -3.8090
H4 -7.5749 -1.6071 -2.6329
H5 -6.4611 -2.8607 -0.8207
H6 -4.1254 -2.3211 -0.1968
H7 -0.4427 1.7078 -2.2171
H8 -0.5008 4.1642 -1.9802
H9 -2.2886 5.2391 -0.6504
H10 -4.0041 3.8448 0.4602
H11 -3.9647 1.4001 0.2093
H12 -0.4322 -1.5190 -5.0731
H13 2.0026 -1.7565 -5.4769
H14 3.6052 -1.2479 -3.6151
H15 2.6634 -0.5563 -1.4147
C21 6.1208 0.2739 0.3674
N3 5.6487 -0.4288 1.5525
C22 6.5585 -0.7050 2.6582
C23 4.3253 -0.7429 1.5879
C24 3.7532 -1.3919 2.8165
O2 3.5884 -0.4226 0.6557
H16 7.1962 0.4164 0.4472
H17 5.6378 1.2459 0.2656
H18 5.8999 -0.2942 -0.5356
H19 7.5560 -0.3814 2.3728
H20 6.6086 -1.7685 2.8902
H21 6.2789 -0.1678 3.5652
H22 4.4894 -1.7607 3.5251
H23 3.1114 -2.2143 2.5001
H24 3.0957 -0.6612 3.3191

## Properties
* frontier orbital gap: 4.23 eV
* HOMO energy: -2.5 eV
* charge: -1
* energy above the lowest of the compared OMol25 structures with the same formula, charge and spin: 0.054 eV
* LUMO: 1.769 eV

=====

Formula: C33H26F9I2N7O2Sc
Source: OMol25
Level of theory: ωB97M-V with the def2-TZVPD basis set

Positions of all 80 atoms, in Å:
Sc1 0.0027 0.2158 -0.0529
I1 -2.6240 0.4556 7.2645
C1 -1.9523 0.7046 5.3233
C2 -1.6116 1.9692 4.8628
C3 -1.1490 2.1258 3.5638
I2 -0.6316 4.0324 2.9365
C4 -1.0378 1.0423 2.7008
O1 -0.6200 1.2034 1.4536
C5 -1.3742 -0.2380 3.1710
C6 -1.3493 -1.4837 2.3081
N1 -0.1553 -1.5877 1.4238
C7 1.0699 -1.8487 2.2215
C8 2.0944 -0.7449 2.2263
C9 3.1966 -0.8451 3.0685
C10 4.0507 0.2320 3.1778
C11 3.7778 1.3868 2.4554
C12 2.6823 1.3881 1.6196
N2 1.8671 0.3342 1.4899
C13 -1.8222 -0.3876 4.4801
H1 -1.7001 2.8293 5.5104
H2 -1.3785 -2.3518 2.9742
H3 -2.2346 -1.5371 1.6766
H4 -0.2697 -2.3765 0.7934
H5 0.7623 -1.9771 3.2644
H6 1.5191 -2.7967 1.9186
H7 3.3562 -1.7498 3.6399
H8 4.9110 0.1816 3.8313
H9 4.4003 2.2659 2.5288
H10 2.4388 2.2607 1.0276
H11 -2.0783 -1.3778 4.8358
C14 -1.5437 -0.3495 -3.1042
N3 -1.1911 -1.2589 -2.0123
C15 -2.3215 -2.0216 -1.5101
C16 -3.0997 -1.0913 -0.6368
N4 -2.5622 0.0059 -0.1777
C17 -3.5829 0.6333 0.5512
C18 -3.6014 1.8747 1.1880
C19 -4.7721 2.2445 1.8130
C20 -5.9088 1.4153 1.8047
C21 -5.9134 0.2000 1.1533
C22 -4.7257 -0.1606 0.5244
N5 -4.3852 -1.2672 -0.2517
C23 -1.0060 1.0365 -2.9178
N6 -0.5195 1.5163 -1.8011
C24 -0.2434 2.8629 -2.0435
C25 0.2408 3.8435 -1.1831
C26 0.4093 5.1084 -1.7068
C27 0.1020 5.3950 -3.0493
C28 -0.3953 4.4297 -3.9021
C29 -0.5626 3.1604 -3.3616
N7 -1.0494 1.9690 -3.8953
H12 -1.2157 -0.7381 -4.0734
H13 -2.6329 -0.2576 -3.1678
H14 -0.4248 -1.8562 -2.2915
H15 -2.9660 -2.4458 -2.2918
H16 -1.9443 -2.8690 -0.9286
H17 -2.7338 2.5169 1.1882
H18 -4.8253 3.1982 2.3197
H19 -6.8041 1.7444 2.3125
H20 -6.7931 -0.4266 1.1381
H21 -4.9817 -2.0311 -0.5210
H22 0.4482 3.6365 -0.1394
H23 0.7782 5.9006 -1.0710
H24 0.2530 6.3990 -3.4191
H25 -0.6397 4.6591 -4.9295
H26 -1.3739 1.8123 -4.8347
F1 2.1272 0.8887 -3.3396
C30 2.8399 0.5506 -2.2546
F2 4.1268 0.7459 -2.5285
F3 2.4804 1.4069 -1.2788
C31 2.5122 -0.9042 -1.7974
O2 1.3637 -0.9211 -1.0887
C32 3.7009 -1.4652 -0.9523
F4 3.2930 -2.5013 -0.2151
F5 4.7179 -1.8730 -1.7159
F6 4.1679 -0.5348 -0.1099
C33 2.3463 -1.8011 -3.0602
F7 3.3001 -1.6190 -3.9712
F8 2.3232 -3.0921 -2.7109
F9 1.1630 -1.5416 -3.6630

## Properties
* frontier orbital gap: 7.96 eV
* HOMO energy: -10.2 eV
* charge: +1
* LUMO: -2.210 eV